[1]
Molecular formula: C12H12O
Method: DFT, ωB97M-V with the def2-TZVPD basis set

Geometry as XYZ:
```
25
Properties=species:S:1:pos:R:3:forces:R:3
C 1.45692 1.22457 -3.07758 1.9843 0.0767 0.2803
C 0.09441 1.03181 -2.57887 -3.1668 -0.5778 -0.2808
O -0.42099 2.41236 -2.61223 -3.0009 -0.8213 3.5029
C -0.03801 0.30116 -1.26035 -0.0205 1.6189 2.2836
C -0.03355 -1.09226 -1.28432 -0.1327 -2.0716 0.1174
C -0.11557 -1.86972 -0.11850 0.5976 0.5175 -2.3859
C -0.09355 -1.29860 1.17530 0.3551 0.2418 -1.8842
C -0.11808 -2.11044 2.29324 -1.6037 0.6940 2.0492
C -0.51229 -1.48142 3.49683 1.9734 -1.5817 0.8922
C -0.61381 -0.08912 3.61519 0.0483 1.1591 -1.8512
C -0.48358 0.71976 2.46170 0.4138 -2.1813 1.9841
C -0.13040 0.11292 1.23455 -1.9924 1.9876 -1.0006
C -0.20388 0.90798 -0.00034 1.0024 0.2265 -0.8184
H 2.03234 1.60989 -2.19776 -0.1048 -0.0092 -0.9751
H 1.37809 1.97965 -3.87145 0.4442 -0.2795 0.1857
H 1.97540 0.32059 -3.44220 -0.4054 0.3033 0.1291
H -0.52958 0.30016 -3.23413 0.7912 1.6949 0.2421
H -1.18185 2.53888 -1.83009 2.9515 -0.7426 -3.2377
H -0.01725 -1.57777 -2.30332 -0.0487 0.3101 1.3243
H -0.20817 -2.94375 -0.28514 0.1677 0.1735 0.4333
H -0.02688 -3.18810 2.12302 -0.0349 0.4008 0.5359
H -0.47029 -2.03581 4.46945 -0.4065 0.2112 -1.1216
H -0.77056 0.43211 4.56408 -0.1839 -0.5533 -0.2403
H -0.67542 1.74467 2.65002 0.1691 1.0216 -0.5880
H -0.29345 2.05050 0.01289 0.2028 -1.8192 0.4237
```
Positions in Å, forces in eV/Å.

Results
SMILES string ... C[C@H](O)c1ccc2ccccc2c1
2S+1 ... 1
LUMO ... 0.25 eV
ΔE to the lowest compared entry with this formula, charge and spin ... 1.5456 eV

---

[2]
Molecular formula: C11H16N3
Method: DFT, ωB97M-V with the def2-TZVPD basis set

Geometry as XYZ:
```
30
Properties=species:S:1:pos:R:3:forces:R:3
C -0.55346 1.92293 0.56157 -0.2683 -0.1688 -0.3764
C -1.43842 1.06880 -0.23740 -1.1628 0.0216 -2.5365
C -2.89153 1.49814 -0.16294 0.0373 1.3883 1.6627
C -1.05452 0.16162 -1.25523 -1.1461 0.0766 3.7855
C -2.17392 -0.54069 -2.02291 -0.0029 -1.0176 2.2701
C 0.19575 -0.47750 -1.23079 0.8235 -1.1260 -3.4495
C 0.52995 -1.18080 -2.58954 -2.8009 1.7178 -1.1347
N 1.20708 -0.67477 -0.40884 2.1644 -1.0044 -1.8761
C 1.50759 -0.70271 0.92128 0.7321 0.8965 3.5226
C 2.80458 -0.86175 1.38756 -0.2026 -0.9622 0.0332
C 3.08134 -0.83262 2.74818 0.4382 -0.0940 -2.0912
C 2.04620 -0.46939 3.52143 -0.3205 1.9394 1.6809
N 0.81908 -0.26587 3.03711 0.2037 -0.0572 2.7411
N 0.56907 -0.46554 1.82074 -2.0600 0.0652 -2.8100
H -0.59397 2.99531 0.29138 0.0490 -0.5820 -0.3221
H -0.99204 1.88746 1.53279 0.1191 -0.0373 1.1639
H 0.41873 1.49798 0.55341 0.9700 0.4441 0.1995
H -2.98162 2.13948 0.82880 -0.2095 -0.8911 -2.4777
H -3.18523 2.00543 -1.11577 0.4161 0.2670 0.8917
H -3.67241 0.74221 -0.10877 0.3846 -0.4543 0.3065
H -2.32572 -0.05746 -2.94096 -0.7367 0.5768 -1.3065
H -1.89412 -1.59653 -2.19698 -0.4343 0.6240 -0.0112
H -3.08566 -0.53849 -1.32280 1.2922 -0.0808 -1.6212
H 1.52604 -1.36976 -2.80547 2.1464 -0.3031 0.2057
H -0.01268 -2.11062 -2.73614 -0.0241 -0.2606 0.5307
H 0.16817 -0.58922 -3.50125 0.3505 -0.3802 1.4819
H 2.05626 -1.05101 -0.91732 -1.5587 0.5091 0.5994
H 3.56213 -1.15104 0.72934 1.2683 -0.1210 -1.1051
H 4.08138 -0.94766 3.11448 0.2669 -0.1573 0.1277
H 2.28194 -0.03595 4.50504 -0.7349 -0.8284 -0.0849
```
Positions in Å, forces in eV/Å.

Results
SMILES string ... CC(C)=C(C)/C(C)=[NH+]\c1cccnn1
2S+1 ... 1
Total charge ... +1
LUMO ... -4.78 eV
ΔE to the lowest compared entry with this formula, charge and spin ... 3.4893 eV

---

[3]
Molecular formula: C11H19CuN6S
Method: DFT, ωB97M-V with the def2-TZVPD basis set

Geometry as XYZ:
```
38
Properties=species:S:1:pos:R:3:forces:R:3
Cu -0.01167 -0.24650 -0.25946 0.3299 0.1753 -0.2642
C -4.27717 -0.71823 0.33009 0.2023 0.1273 -0.0329
C -2.78135 -0.72050 0.43230 -0.4708 1.4557 -0.6395
N -2.02611 0.24608 0.00659 0.2499 -0.8190 0.0332
N -2.51096 1.34068 -0.56970 -1.3823 0.6066 0.5486
C -1.69355 1.99403 -1.35736 0.4149 -0.4146 -0.2798
N -2.03649 3.27470 -1.69947 -0.2295 0.0631 -0.0334
S -0.27536 1.34193 -2.05540 0.3677 -0.0753 -0.2385
C -2.07169 -1.85975 0.95201 0.6525 -0.8851 0.3378
C -2.68154 -2.83925 1.75102 0.0158 0.2794 -0.2302
C -1.97315 -3.95950 2.11754 0.4092 -0.0754 -0.0732
C -0.64577 -4.07936 1.70630 -0.2321 -0.0209 0.1138
C -0.09497 -3.05085 0.96578 -0.0100 -0.3484 0.1440
N -0.77665 -1.98375 0.57938 -0.3631 0.0801 0.0678
H -4.56767 0.06126 -0.37067 -0.0708 -0.0174 0.0426
H -4.73077 -0.50109 1.29733 -0.1287 0.0027 0.0627
H -4.64360 -1.68166 -0.01884 -0.0822 -0.0677 -0.0026
H -2.98352 3.54073 -1.47833 -0.0222 -0.0116 0.0282
H -1.68749 3.58807 -2.59159 -0.0042 -0.0144 0.1379
H -3.70272 -2.70929 2.06811 -0.1593 0.0316 0.0028
H -2.43322 -4.73505 2.71466 -0.0262 -0.0013 0.0169
H -0.06494 -4.95548 1.94507 0.0968 -0.0565 0.0478
H 0.93614 -3.10197 0.63901 0.0671 0.0044 -0.0240
N 2.10937 -0.69485 -0.63219 -0.0109 -0.2646 -0.2719
C 3.07242 -0.74688 0.45916 0.4687 0.1591 0.0453
C 3.17193 0.59210 1.18793 -0.3703 -0.3139 0.1187
C 1.90893 0.96896 1.96170 0.3182 0.2729 0.1829
N 0.81488 1.30858 1.06893 -0.1470 0.1135 0.1458
H 2.09886 -1.56356 -1.15663 0.1285 0.1401 -0.0670
H 2.33222 0.06004 -1.27345 -0.0148 -0.1145 -0.0582
H 4.07914 -1.01627 0.09845 -0.1577 -0.0507 0.1394
H 2.74643 -1.51452 1.16606 0.0650 -0.0195 0.0010
H 3.40665 1.38004 0.46753 0.0753 0.0809 -0.0221
H 4.00128 0.53578 1.89599 0.0376 0.0353 -0.0574
H 2.15545 1.80196 2.64043 -0.0125 -0.2100 0.0128
H 1.58873 0.11523 2.56543 0.0624 0.0477 0.0925
H 1.06477 2.06430 0.43825 -0.1255 -0.0027 0.0131
H -0.01599 1.58239 1.58133 0.0580 0.1076 -0.0404
```
Positions in Å, forces in eV/Å.

Results
2S+1 ... 1
LUMO ... 0.38 eV

---

[4]
Molecular formula: C11H7HgN2O6
Method: DFT, ωB97M-V with the def2-TZVPD basis set

Geometry as XYZ:
```
27
Properties=species:S:1:pos:R:3:forces:R:3
O -5.81289 -1.63966 -4.94053 1.6206 0.2403 1.3774
C -4.95215 -1.50796 -4.20424 -1.6448 -0.2324 -1.3697
Hg -2.03175 -0.29803 -0.32793 0.8249 -0.0278 0.3629
O -0.36779 -1.55030 -3.67706 -2.1706 0.1889 0.6462
C -1.45135 -1.44717 -3.32943 2.2695 -0.2089 -0.6643
C -4.72287 1.86627 3.30061 0.9217 1.3002 2.2409
O -4.35321 2.41098 4.23957 -0.9091 -1.3039 -2.2474
C -2.50711 -3.40579 -0.24785 -0.1480 -2.2816 0.4531
O -2.67186 -4.51227 -0.04023 0.2319 2.0582 -0.4177
C -2.29268 1.88991 -2.44984 0.0667 1.7067 -1.1477
O -2.34788 2.81664 -3.10309 0.0225 -1.5099 1.0141
H -3.46914 -0.56768 -0.88988 -0.5602 0.0741 -0.0116
N 4.70862 1.54929 1.60802 -0.3667 -0.6515 -0.1682
C 4.15892 0.29598 1.52486 1.7435 -0.0772 0.4963
O 4.78950 -0.71525 1.81353 -1.0792 0.9412 -0.4182
C 2.72428 0.24150 1.10786 -1.3392 -0.2511 -0.0997
C 1.86770 1.35407 1.04789 -0.0610 -0.2749 -0.1233
C 0.53572 1.17248 0.68793 -0.1037 -0.3814 -0.0879
N 0.01887 -0.05269 0.40876 0.2754 0.0723 0.1905
C 0.82416 -1.14283 0.52239 -0.0689 0.5187 -0.1012
C 2.16611 -1.01743 0.84583 0.0143 -0.0778 0.0313
H 5.70060 1.58337 1.78060 0.0134 0.0320 0.0402
H 4.28882 2.33543 1.14500 0.0934 0.0213 0.0159
H 2.20041 2.36593 1.28008 -0.1081 -0.3382 -0.0283
H -0.15819 2.01942 0.63464 0.3547 -0.3780 -0.0263
H 0.37505 -2.12854 0.35380 0.1597 0.5110 -0.0199
H 2.78009 -1.91568 0.90868 -0.0528 0.3297 0.0628
```
Positions in Å, forces in eV/Å.

Results
2S+1 ... 1
Total charge ... +1
LUMO ... -4.36 eV
ΔE to the lowest compared entry with this formula, charge and spin ... 0.0000 eV